This record from OMol25 describes a structure of composition C26H35N2O6RbSSe4. The level of theory is ωB97M-V with the def2-TZVPD basis set.

As for the relative energy (zero: lowest compared OMol25 entry of this formula, charge and spin): 0.0 kcal per mole. As for the gap between HOMO and LUMO: 4.15 eV. As for the net charge: -2.

Last column: Mulliken charge in e.
Element x y z (Å)
Rb (1.14402, -0.85936, 1.04234)  0.468
C (-1.22073, -1.16183, -3.69607)  -1.634
C (0.21716, -1.30543, -3.26479)  1.173
C (1.19185, -0.43335, -3.74214)  -0.771
C (2.50170, -0.49261, -3.27182)  0.788
C (3.54100, 0.49491, -3.73448)  -1.571
C (2.84389, -1.46894, -2.34171)  0.070
C (1.89820, -2.37931, -1.88247)  -0.272
C (2.28554, -3.45076, -0.89803)  -1.186
C (0.58446, -2.27179, -2.33635)  -0.122
H (-1.72317, -0.38965, -3.10594)  0.231
H (-1.76934, -2.09420, -3.55639)  0.361
H (-1.29491, -0.87110, -4.74572)  0.477
H (0.91666, 0.33457, -4.46136)  0.183
H (4.01198, 0.16043, -4.66320)  0.367
H (4.32372, 0.60015, -2.98303)  0.326
H (3.09885, 1.47624, -3.91861)  0.280
H (3.86113, -1.51559, -1.95574)  0.398
H (2.62132, -4.34605, -1.42768)  0.365
H (1.43499, -3.73220, -0.27288)  0.220
H (3.12047, -3.11970, -0.27653)  0.235
H (-0.16889, -2.93839, -1.92729)  0.162
C (1.89968, -2.35568, 4.11017)  -0.808
O (1.81831, -0.99769, 3.74525)  -0.015
C (0.82598, -0.29713, 4.46602)  -0.258
C (0.81775, 1.14470, 4.00533)  -0.492
O (0.16129, 1.33231, 2.76375)  0.250
C (-1.24479, 1.38393, 2.86610)  -0.728
H (2.09178, -2.46261, 5.18597)  0.280
H (2.73210, -2.78711, 3.55554)  0.250
H (0.97268, -2.89146, 3.87069)  0.312
H (1.06527, -0.33064, 5.54044)  0.340
H (-0.15162, -0.77657, 4.32307)  0.165
H (1.84697, 1.49115, 3.86391)  0.011
H (0.32928, 1.76284, 4.77150)  0.358
H (-1.67789, 0.41847, 3.14397)  0.235
H (-1.63029, 1.66832, 1.88690)  0.184
H (-1.54810, 2.14294, 3.60029)  0.287
Se (4.21450, 2.66585, 2.62052)  -0.806
Se (4.31906, 1.35393, 0.67354)  -0.064
Se (4.62449, -0.96641, 1.24651)  -0.209
Se (6.16462, -1.76197, -0.33100)  -0.794
N (1.85812, 7.07468, -0.93737)  -0.401
C (1.31672, 6.11325, -1.75365)  0.390
O (0.92123, 6.40579, -2.87115)  -0.660
C (1.24914, 4.74502, -1.19455)  1.053
C (1.04243, 3.67241, -2.05646)  -0.834
C (1.03744, 2.38806, -1.54456)  -0.318
N (1.20102, 2.10083, -0.25002)  0.458
C (1.37228, 3.13328, 0.57731)  -0.702
C (1.41413, 4.45042, 0.15348)  -1.158
H (2.05914, 7.95607, -1.37597)  0.240
H (2.44200, 6.79713, -0.16775)  0.203
H (0.91497, 3.85579, -3.11486)  0.468
H (0.91897, 1.53660, -2.20440)  0.463
H (1.55795, 2.88722, 1.61169)  0.490
H (1.57923, 5.21780, 0.89835)  0.271
C (-7.12344, -1.42530, -0.99118)  -1.337
C (-5.82220, -1.78456, -0.32162)  0.961
C (-5.80065, -2.41354, 0.92030)  -0.786
C (-4.59998, -2.75128, 1.52680)  -0.801
C (-3.39978, -2.46032, 0.89839)  -0.215
C (-3.40544, -1.83512, -0.33843)  -0.255
C (-4.60965, -1.50173, -0.94247)  -0.495
S (-1.84515, -2.85956, 1.70634)  1.256
O (-1.93921, -4.26516, 2.04727)  -0.760
O (-1.78734, -1.96440, 2.85937)  -0.732
O (-0.83508, -2.53845, 0.70231)  -0.251
H (-7.96781, -1.57766, -0.31829)  0.344
H (-7.28824, -2.03889, -1.87991)  0.286
H (-7.12580, -0.38125, -1.30925)  0.329
H (-6.73777, -2.63998, 1.41776)  0.270
H (-4.58466, -3.24297, 2.49146)  0.394
H (-2.45999, -1.61652, -0.81740)  0.397
H (-4.60350, -1.01088, -1.91015)  0.389


This record from OMol25 describes a structure of composition C4F14NO16S6Sn in a non-equilibrium geometry. The level of theory is ωB97M-V with the def2-TZVPD basis set.

The expectation value of S² is 0.753. As for the gap between HOMO and LUMO (alpha / beta): 3.77 / 6.67 eV. The multiplicity is 2. As for the net charge: -4.

Last column: Löwdin spin population.
Element x y z (Å)
Sn (0.45833, -1.32320, 0.14145)  0.756
N (2.63747, -0.54547, -1.76070)  0.027
S (2.50977, 0.53162, -2.81335)  0.009
O (1.83751, 0.18197, -4.06649)  0.002
O (3.36493, 1.69734, -2.87288)  0.001
F (1.21778, 1.16354, -2.08686)  0.022
S (3.68692, -1.49587, -2.71012)  0.009
O (4.69050, -0.91314, -3.55822)  0.006
O (2.97799, -2.63129, -3.22592)  0.003
F (4.42656, -2.16855, -1.51072)  0.003
C (-0.62711, 3.89653, -0.40066)  0.002
F (-0.30168, 4.52611, 0.71001)  0.000
F (-1.65164, 4.54820, -0.94212)  0.000
F (0.28987, 3.81893, -1.26981)  0.001
S (-1.29000, 2.09286, 0.13862)  0.010
O (-1.69297, 1.33469, -1.05201)  0.012
O (-0.18210, 1.47546, 0.83872)  0.054
O (-2.42967, 2.37275, 0.99468)  0.002
C (-1.65207, -0.63339, -4.38164)  0.000
F (-0.99719, -1.17025, -5.42219)  0.000
F (-1.09435, 0.43387, -3.88555)  0.000
F (-3.01217, -0.38969, -4.70535)  0.000
S (-1.84243, -2.04581, -2.98332)  0.005
O (-0.49449, -2.16995, -2.44529)  0.023
O (-2.73312, -1.48951, -1.95050)  0.000
O (-2.28734, -3.22347, -3.72924)  0.000
C (-3.13209, -1.32387, 3.47116)  0.000
F (-2.62554, -0.24806, 4.06453)  0.000
F (-2.15747, -2.24901, 3.58681)  0.004
F (-4.09722, -1.86760, 4.16776)  0.000
S (-3.62212, -1.10564, 1.59810)  0.004
O (-4.51627, 0.05978, 1.39939)  0.000
O (-2.35396, -1.10429, 0.88167)  0.016
O (-4.38915, -2.33082, 1.38454)  0.000
C (2.49357, 1.09229, 4.81709)  0.000
F (2.52850, 0.95183, 6.14183)  0.000
F (1.20933, 1.54362, 4.56658)  0.000
F (3.46217, 1.93446, 4.44186)  0.000
S (2.81177, -0.55467, 3.77542)  0.007
O (2.36167, -1.61817, 4.65353)  0.002
O (1.97320, -0.49283, 2.58853)  0.019
O (4.24430, -0.56129, 3.41066)  0.000


This record from OMol25 describes the molecule C12H18 in a non-equilibrium geometry. The level of theory is ωB97M-V with the def2-TZVPD basis set.

Its SMILES is Cc1c(C)c(C)c(C)c(C)c1C. As for the relative energy (zero: lowest compared OMol25 entry of this formula, charge and spin): 8.7 kcal per mole. As for the gap between HOMO and LUMO: 9.12 eV.

Last column: Mulliken charge in e.
Element x y z (Å)
C (0.00827, 1.97768, 2.05622)  -2.154
C (0.00812, 0.94323, 0.95936)  0.816
C (-1.18632, 0.74536, 0.18662)  0.420
C (-2.39092, 1.53721, 0.52691)  -1.859
C (-1.10472, -0.19746, -0.83787)  1.254
C (-2.46294, -0.42508, -1.55971)  -2.098
C (0.03426, -0.94028, -1.06086)  0.721
C (0.09407, -2.11176, -2.09110)  -2.089
C (1.16281, -0.76238, -0.24079)  1.241
C (2.35643, -1.67355, -0.33429)  -1.884
C (1.20439, 0.25152, 0.67711)  0.589
C (2.39794, 0.62675, 1.53402)  -2.113
H (0.67011, 1.69278, 2.88801)  0.427
H (0.30445, 2.94834, 1.70969)  0.349
H (-1.04500, 2.07158, 2.35641)  0.466
H (-2.97683, 1.15315, 1.38141)  0.317
H (-2.16791, 2.63742, 0.60675)  0.412
H (-3.06911, 1.51465, -0.36273)  0.423
H (-2.54260, -1.40571, -1.95565)  0.436
H (-2.71125, 0.37583, -2.41718)  0.300
H (-3.37915, -0.42566, -0.93224)  0.417
H (1.11833, -2.13083, -2.57547)  0.410
H (-0.57462, -1.79139, -2.85136)  0.565
H (-0.19319, -3.08682, -1.75961)  0.347
H (2.87892, -1.51372, 0.66377)  0.378
H (3.23387, -1.43190, -1.13215)  0.236
H (2.13508, -2.72907, -0.62935)  0.383
H (2.49586, 1.73443, 1.56225)  0.424
H (3.31046, 0.20061, 1.06456)  0.518
H (2.39120, 0.21507, 2.56729)  0.350


This record from OMol25 describes a structure of composition C23H21BrF4MnN2O2 in a non-equilibrium geometry. The level of theory is ωB97M-V with the def2-TZVPD basis set.

The expectation value of S² is 8.763. As for the relative energy (zero: lowest compared OMol25 entry of this formula, charge and spin): 0.0 kcal per mole. As for the gap between HOMO and LUMO (alpha / beta): 4.31 / 5.75 eV. The multiplicity is 6. As for the net charge: -2.

Last column: Löwdin spin population.
Element x y z (Å)
Mn (-0.11829, -1.48675, -0.41161)  4.513
C (-0.32691, -2.02570, -3.58865)  0.006
N (0.34161, -1.11438, -2.61803)  0.042
C (0.22382, 0.23514, -3.17814)  0.006
C (1.79149, -1.51237, -2.54613)  0.007
C (2.48997, -0.98809, -1.30237)  0.013
N (1.74104, -1.27066, -0.09133)  0.040
C (2.16897, -0.94067, 1.18355)  0.018
C (1.47051, -1.33880, 2.39238)  0.014
F (0.35045, -2.07242, 2.37229)  0.021
C (1.93650, -0.94354, 3.62514)  0.002
F (1.29151, -1.37927, 4.74258)  0.000
C (3.03072, -0.07302, 3.77695)  0.015
C (3.71144, 0.31044, 2.59983)  0.001
F (4.75815, 1.18642, 2.64511)  -0.001
C (3.34775, -0.15550, 1.33701)  0.010
F (4.14336, 0.07028, 0.25829)  0.002
H (0.08813, -2.01877, -4.61512)  0.002
H (-1.39863, -1.78644, -3.57041)  0.001
H (-0.19582, -3.03405, -3.16709)  0.000
H (0.68234, 0.33928, -4.19317)  0.002
H (0.76681, 0.93189, -2.53035)  0.001
H (-0.84706, 0.49915, -3.14936)  0.001
H (2.29338, -1.08166, -3.42471)  0.001
H (1.86727, -2.60584, -2.59805)  0.000
H (2.69525, 0.10164, -1.38172)  0.001
H (3.48818, -1.48201, -1.25485)  0.001
H (3.43270, 0.26445, 4.71664)  0.001
O (-0.70124, 0.47791, 2.24969)  0.010
C (-0.74663, 1.04238, 1.14466)  0.015
O (-0.98564, 0.51643, -0.02305)  0.057
C (-0.45754, 2.54050, 1.11252)  0.002
C (-0.21328, 3.14372, -0.13714)  0.002
C (-0.07097, 4.52701, -0.24784)  0.000
C (-0.24052, 5.32860, 0.88675)  0.002
C (-0.44935, 4.74855, 2.12334)  0.000
C (-0.50344, 3.36591, 2.27263)  0.002
H (-0.09757, 2.49788, -0.97584)  0.000
H (0.18367, 4.94638, -1.23150)  0.000
H (-0.14644, 6.41512, 0.77798)  0.000
H (-0.58384, 5.37363, 3.01263)  0.000
H (-0.59967, 2.85065, 3.23859)  0.000
Br (0.16354, -4.17102, -0.55108)  0.092
C (-4.76132, -1.58643, -0.02860)  0.012
C (-3.99148, -1.18638, 1.07988)  0.001
C (-2.62152, -1.37435, 1.07656)  0.021
C (-2.02892, -1.92933, -0.03749)  0.034
C (-2.79196, -2.61096, -0.99533)  0.020
C (-4.15382, -2.37730, -1.01617)  0.002
H (-5.84240, -1.35714, -0.10313)  0.001
H (-4.49057, -0.68383, 1.91982)  0.000
H (-2.02792, -1.01798, 1.90035)  0.004
H (-2.29264, -3.26026, -1.71307)  0.002
H (-4.77318, -2.84844, -1.76385)  0.000